(1)
Computed, not measured: C4H6ClFS2 in the gas phase, with wB97M-V/def2-TZVPD.

Last column: natural (NBO) charge in e.
Atoms and positions in Å:
C1 0.8069 0.1271 -0.3280  -0.341
C2 -0.0870 1.3583 0.0824  -0.463
C3 -1.2712 0.5204 -0.2180  0.336
C4 -0.4540 -0.8012 -0.0743  -0.390
H1 2.9523 -0.7727 -0.4538  0.127
H2 1.0048 0.1107 -1.4112  0.236
H3 -0.0650 1.4325 1.1585  0.243
H4 -0.0287 2.2562 -0.4647  0.234
H5 -0.5937 -1.6197 -0.8598  0.240
H6 0.3791 -2.3542 1.5135  0.139
F1 -2.3042 0.6502 0.6784  -0.344
S1 2.3608 -0.1363 0.5686  -0.004
S2 -0.6923 -1.5163 1.5836  -0.003
Cl1 -2.0080 0.7449 -1.7752  -0.010

Relative energy (zero: lowest compared OMol25 entry of this formula, charge and spin)   9.5 kcal per mole
Frontier orbital gap   9.9125 eV
Charge   0
SMILES   F[C@@]1(Cl)C[C@@H](S)[C@H]1S


(2)
Computed, not measured: 2 unconnected molecules or ions with the total composition C4H6ClI, with wB97M-V/def2-TZVPD.

Last column: natural (NBO) charge in e.
Atoms and positions in Å:
C1 -0.0982 -0.0228 0.7612  -0.336
C2 -0.5852 0.5232 -0.3286  0.045
C3 -0.6678 -0.0254 2.2085  -0.634
C4 1.1549 -0.1232 -2.5428  -0.507
Cl1 -2.0156 1.2716 -0.9080  0.029
I1 1.2554 -2.2232 -2.4987  0.141
H1 0.8966 -0.1712 0.6466  0.223
H2 -0.6545 -0.9816 2.6042  0.219
H3 -0.0527 0.5331 2.8465  0.219
H4 -1.6174 0.5266 2.3962  0.223
H5 2.0333 0.3445 -2.1545  0.188
H6 0.3512 0.3483 -3.0306  0.190

Relative energy (zero: lowest compared OMol25 entry of this formula, charge and spin)   90.1 kcal per mole
Frontier orbital gap (spin up / spin down)   8.5801 / 8.0518 eV
Charge   0


(3)
Computed, not measured: C4H6ClN in the gas phase, with wB97M-V/def2-TZVPD.

Last column: natural (NBO) charge in e.
Atoms and positions in Å:
C1 0.0538 -0.8511 1.2566  -0.609
C2 -0.7980 -0.1465 -0.0949  -0.093
C3 0.1899 0.5396 -1.0456  -0.580
C4 0.9678 1.4991 -0.3482  0.270
H1 0.9171 -1.5190 0.9224  0.228
H2 -0.6775 -1.4576 1.8303  0.236
H3 0.4141 0.1057 1.6339  0.224
H4 -1.7891 0.4273 -0.0064  0.246
H5 -0.4398 0.9352 -1.8277  0.267
H6 1.0140 -0.1003 -1.4233  0.273
N1 1.7829 2.2239 0.0875  -0.299
Cl1 -1.6352 -1.6562 -0.9845  -0.163

Relative energy (zero: lowest compared OMol25 entry of this formula, charge and spin)   26.2 kcal per mole
Frontier orbital gap   11.4146 eV
Charge   0
SMILES   C[C@H](Cl)CC#N


(4)
Computed, not measured: a gas-phase ion, C4H6ClN2O2S (charge +1), with wB97M-V/def2-TZVPD.

Last column: natural (NBO) charge in e.
Atoms and positions in Å:
C1 0.5688 -0.8670 1.0025  0.216
C2 0.7676 0.7239 -0.6128  0.062
C3 -1.3838 0.1797 0.2503  -0.052
C4 2.7517 -0.4634 0.1426  -0.423
N1 -0.6217 0.8399 -0.5960  -0.474
N2 1.3176 -0.2243 0.1752  -0.330
O1 -3.6275 -0.0679 1.4874  -0.824
O2 -3.5146 1.4880 -0.4815  -0.831
S1 -3.1812 0.2775 0.2135  2.083
Cl1 -3.3832 -1.3744 -0.9837  -0.141
H1 0.5663 -1.8488 1.3945  0.246
H2 1.2970 1.5330 -1.1013  0.247
H3 3.1751 0.1025 -0.7161  0.254
H4 3.2432 -0.1482 1.1214  0.262
H5 2.9100 -1.5615 0.0463  0.253
H6 -0.8853 1.4110 -1.3423  0.453

Relative energy (zero: lowest compared OMol25 entry of this formula, charge and spin)   133.7 kcal per mole
Frontier orbital gap (spin up / spin down)   7.1528 / 7.1521 eV
Charge   +1


(5)
Computed, not measured: C4H6ClN3 in the gas phase, with wB97M-V/def2-TZVPD.

Last column: natural (NBO) charge in e.
Atoms and positions in Å:
C1 0.7170 -1.0861 0.0068  -0.296
C2 0.8801 0.2273 0.2339  -0.012
C3 -1.9658 -0.2959 -0.4663  0.496
C4 2.1394 1.0055 0.3796  -0.643
N1 -1.4719 0.7971 -0.2106  -0.237
N2 -0.2337 1.0449 0.1709  -0.381
N3 -2.8945 -1.2653 -0.5973  -0.815
Cl1 1.5970 -2.4821 0.2463  0.022
H1 2.2184 1.5254 1.3181  0.211
H2 2.8986 0.1794 0.4361  0.230
H3 2.3955 1.6972 -0.3148  0.215
H4 -0.1470 2.0435 0.2897  0.387
H5 -2.5942 -2.0181 -0.1043  0.415
H6 -3.5388 -1.3728 -1.3881  0.409

Relative energy (zero: lowest compared OMol25 entry of this formula, charge and spin)   164.6 kcal per mole
Frontier orbital gap (spin up / spin down)   7.8321 / 6.8176 eV
Charge   0


(6)
Computed, not measured: C4H6ClNO2 in the gas phase, with wB97M-V/def2-TZVPD.

Last column: natural (NBO) charge in e.
Atoms and positions in Å:
C1 0.3345 0.5682 0.8273  0.047
C2 0.5464 -0.2650 -0.4206  -0.404
C3 -0.0364 0.3880 -1.6714  -0.351
C4 -0.0495 -1.6519 -0.2407  0.458
H1 -1.3689 0.7008 3.2427  0.479
H2 0.9249 1.4700 0.9877  0.201
H3 1.6089 -0.4017 -0.5532  0.246
H4 -1.1030 0.6160 -1.5660  0.230
H5 0.0874 -0.2912 -2.5377  0.239
H6 0.2186 -2.1669 0.6898  0.132
N1 -0.5649 0.2113 1.6466  -0.134
O1 -0.6517 1.0833 2.7142  -0.554
O2 -0.7494 -2.1897 -1.0732  -0.516
Cl1 0.8033 1.9288 -2.0456  -0.072

Relative energy (zero: lowest compared OMol25 entry of this formula, charge and spin)   59.6 kcal per mole
Frontier orbital gap   11.0421 eV
Charge   0
SMILES   O=C[C@H](/C=N/O)CCl


(7)
Computed, not measured: C4H6ClNO2 in the gas phase, with wB97M-V/def2-TZVPD.

Last column: natural (NBO) charge in e.
Atoms and positions in Å:
C1 -1.1963 -1.7032 0.6525  -0.378
C2 -0.6010 -0.8337 -0.1331  -0.015
C3 1.7679 -0.2896 -0.6414  0.778
C4 0.4257 0.2640 0.1409  -0.211
N1 0.1914 1.5298 -0.4629  -0.867
O1 2.3834 0.5661 -1.3531  -0.650
O2 2.1577 -1.4483 -0.5305  -0.601
Cl1 -1.0329 -0.8897 -1.8248  -0.017
H1 -1.5616 -2.6192 0.1844  0.219
H2 -1.1632 -1.7481 1.6627  0.208
H3 0.8616 0.3182 1.2079  0.248
H4 -0.3059 2.2783 0.1062  0.388
H5 -0.5814 1.2430 -1.1061  0.381
H6 1.8455 1.4014 -1.4020  0.518

Relative energy (zero: lowest compared OMol25 entry of this formula, charge and spin)   39.7 kcal per mole
Frontier orbital gap   10.3454 eV
Charge   0
SMILES   C=C(Cl)[C@H](N)C(=O)O


(8)
Computed, not measured: 2 unconnected molecules or ions with the total composition C4H6ClNS, with wB97M-V/def2-TZVPD.

Last column: natural (NBO) charge in e.
Atoms and positions in Å:
C1 0.0590 1.1199 -0.7502  0.177
C2 1.0103 1.1322 1.4777  -0.647
C3 -0.5176 -1.6863 -1.1493  -0.842
C4 0.4555 0.3650 0.3452  -0.061
N1 -0.1886 1.9312 -1.5520  -0.158
S1 0.5423 -1.3082 0.2275  0.668
Cl1 -2.7295 -0.2448 0.3613  -0.737
H1 1.7872 1.8720 1.1520  0.264
H2 1.4920 0.4299 2.1950  0.244
H3 0.3611 1.7859 1.7813  0.264
H4 -0.7071 -2.7491 -1.0828  0.253
H5 -0.0084 -1.4815 -2.0549  0.241
H6 -1.5562 -1.1663 -0.9509  0.333

Relative energy (zero: lowest compared OMol25 entry of this formula, charge and spin)   65.7 kcal per mole
Frontier orbital gap (spin up / spin down)   5.6700 / 5.6727 eV
Charge   0